Formula: C35H76F3O20
Source: the Open Molecules 2025 dataset
Level of theory: ωB97M-V with the def2-TZVPD basis set

Each line ends with the Löwdin charge.
CARTESIAN COORDINATES (ANGSTROEM)
1 O -5.614 -0.447 -4.442  -0.2001
2 C 8.290 -4.013 -6.922  -0.1853
3 O -3.094 2.189 -5.301  -0.1624
4 H -7.259 -1.978 1.037  0.1260
5 H 8.384 -3.912 -8.003  0.1091
6 F -11.626 -3.814 0.587  0.1517
7 C -11.237 -3.350 1.789  -0.5712
8 H 6.758 -4.987 -0.552  0.1125
9 O -1.877 12.737 -1.289  -0.1934
10 H 6.489 -2.716 0.143  0.1181
11 H 4.949 -1.819 3.176  0.0972
12 C 6.015 -3.158 -6.857  -0.1531
13 C -7.954 -1.360 1.605  -0.1438
14 O 5.395 -1.302 -5.395  -0.2096
15 O 6.800 -6.062 -7.096  -0.2194
16 C 2.940 -6.065 -0.957  -0.2730
17 C -1.966 -5.976 5.724  -0.1342
18 H -2.530 8.915 1.359  0.1365
19 O 7.409 -3.034 -6.380  -0.1371
20 H -2.645 -4.880 7.841  0.1191
21 C -1.268 5.462 -4.097  -0.1405
22 H -1.646 -6.579 6.574  0.0834
23 H 2.596 -6.957 -1.481  0.1181
24 H -0.281 5.685 -3.691  0.0834
25 H -7.797 -1.362 2.683  0.1281
26 C -0.989 3.082 -4.549  -0.1456
27 H -1.229 14.013 0.193  0.1177
28 H 0.706 -4.658 -1.310  0.0904
29 H -1.470 -6.384 4.843  0.0891
30 C -0.067 7.922 4.213  -0.1027
31 O -1.039 2.290 1.653  0.0461
32 H 7.556 -3.525 1.328  0.1187
33 H 0.087 -5.299 0.251  0.0972
34 H 5.464 -3.916 -6.302  0.1157
35 C 1.250 -2.084 9.165  -0.2013
36 O -0.675 -2.939 7.896  -0.1025
37 C 5.269 -1.828 -6.726  -0.1786
38 O -8.917 -4.032 2.007  0.1291
39 C 6.148 -4.846 0.340  -0.2084
40 C 0.789 -5.452 -0.569  -0.1086
41 O 5.714 -3.201 2.094  -0.1713
42 H 3.913 -3.726 8.256  0.0867
43 F -11.990 -2.245 2.093  0.1322
44 H -0.666 2.885 2.308  0.0861
45 H 3.910 -2.458 -4.652  0.0843
46 O 4.772 -5.031 0.100  -0.1303
47 H -6.569 -2.268 -4.038  0.0830
48 C -4.305 0.013 -4.618  -0.2199
49 H 5.650 -1.003 -7.329  0.1232
50 H 0.704 7.225 3.884  0.0866
51 H 5.431 -1.158 1.652  0.0891
52 H -8.258 0.752 1.901  0.0729
53 H 3.080 -3.471 9.845  0.0766
54 O 0.120 1.018 3.002  -0.1125
55 H -0.859 10.466 3.429  0.1128
56 H -3.148 10.303 2.200  0.1086
57 C 4.358 -6.287 -0.509  -0.1461
58 H -7.045 0.377 0.670  0.0805
59 H 6.444 -5.671 0.988  0.1179
60 H -0.777 7.255 4.701  0.0843
61 C 4.849 -2.032 -4.300  -0.0915
62 H 6.660 -1.469 2.861  0.0796
63 C -1.991 -2.831 7.491  -0.2159
64 H -1.592 6.349 -4.642  0.0841
65 H -3.726 12.773 -0.468  0.0786
66 H 4.541 -7.150 0.130  0.1251
67 F -11.517 -4.232 2.665  0.2219
68 H 0.427 -6.306 -1.141  0.0777
69 H 5.509 -2.880 -4.113  0.0745
70 C -1.480 9.606 3.175  -0.1906
71 O -0.865 0.090 1.286  -0.0827
72 C -9.701 -3.127 1.705  -0.3320
73 O -0.694 8.417 3.030  -0.1881
74 C -1.593 12.079 1.164  -0.2018
75 H 4.206 -1.863 -6.963  0.1195
76 H -5.185 -2.243 -5.229  0.0844
77 H 0.043 -0.917 7.882  0.1338
78 O -1.697 10.689 0.832  -0.1285
79 H -3.556 -3.999 6.667  0.1223
80 C 6.778 -6.471 -8.443  -0.1041
81 H 7.554 -7.230 -8.540  0.0837
82 H 9.235 -3.710 -6.471  0.1196
83 C 5.739 -1.860 2.427  -0.1527
84 H -0.283 3.142 -3.720  0.1257
85 H -3.207 14.318 -1.166  0.0791
86 C -0.611 1.090 1.981  -0.9361
87 O -9.343 -1.845 1.449  -0.0129
88 H 6.942 -5.602 -9.081  0.0781
89 H 6.054 -3.423 -7.914  0.1154
90 H -3.866 -0.396 -5.528  0.1210
91 H -0.514 2.666 -5.437  0.1230
92 H 4.740 -1.471 -3.373  0.0924
93 H 1.745 -1.232 9.631  0.1204
94 H 0.379 8.646 4.895  0.0831
95 H -3.661 13.000 -2.265  0.0896
96 H 7.892 -5.509 -5.440  0.1203
97 C 3.394 -3.020 8.904  -0.1007
98 C -2.199 2.277 -4.152  -0.1735
99 C -4.358 1.561 -4.957  -0.1544
100 H -2.766 2.744 -3.348  0.1239
101 H -0.980 12.168 2.061  0.1156
102 H 8.904 -6.118 -6.692  0.1125
103 C -2.537 -4.184 7.008  -0.2105
104 H -4.955 -2.160 -3.419  0.0854
105 O -1.272 4.449 -5.054  -0.2024
106 H 4.968 -6.426 -1.402  0.1176
107 H 1.054 -2.782 9.978  0.1094
108 H -4.815 2.152 -4.163  0.1152
109 H -4.917 1.801 -5.862  0.1210
110 C 6.544 -3.472 0.926  -0.1564
111 H -1.964 1.259 -3.839  0.1220
112 C -8.014 0.084 1.075  -0.0606
113 H -3.024 -6.210 5.598  0.0816
114 O 2.189 -2.635 8.221  -0.1821
115 H 4.022 -2.143 9.056  0.0810
116 C 8.003 -5.528 -6.524  -0.1589
117 H -2.229 9.489 3.959  0.1206
118 H -2.002 5.235 -3.323  0.0855
119 H -2.644 -2.372 8.233  0.1167
120 H 5.835 -6.969 -8.669  0.0891
121 C -0.110 -1.799 8.503  -0.1837
122 C -5.575 -1.890 -4.274  -0.0800
123 H -0.127 12.744 -0.229  0.1219
124 H -2.579 12.428 1.472  0.1086
125 O 2.072 -5.604 0.000  -0.1332
126 C -3.204 13.237 -1.304  -0.1125
127 H -3.741 -0.212 -3.713  0.1208
128 H 2.845 -5.363 -1.785  0.1213
129 C -1.176 12.944 -0.009  -0.1595
130 H -0.726 -1.497 9.351  0.1172
131 H -2.067 -2.071 6.714  0.1335
132 O -1.669 -4.642 6.003  -0.1400
133 C -2.225 9.835 1.857  -0.1664
134 H -8.754 0.282 0.298  0.0779

Summary:
Charge: -1
Energy above the lowest of the compared OMol25 structures with the same formula, charge and spin, kJ/mol: 425.6
Multiplicity: 1
DFT total energy, eV: -86619.52572
E_HOMO, eV: -3.53

---

Formula: C2H6Se
Source: the Open Molecules 2025 dataset
Level of theory: ωB97M-V with the def2-TZVPD basis set

Each line ends with the Löwdin charge.
CARTESIAN COORDINATES (ANGSTROEM)
1 H -2.463 -0.015 -0.410  0.0727
2 H 1.200 -1.868 1.550  0.0521
3 H -1.284 1.217 0.039  0.0564
4 H -0.755 -0.294 -0.771  0.0803
5 Se -0.551 0.486 2.642  0.7389
6 H 1.117 -1.566 2.255  -0.0197
7 C -1.448 0.106 -0.032  -0.3015
8 H -0.341 -0.817 3.330  -0.1531
9 C -1.271 -0.547 1.252  -0.5262

Summary:
Energy above the lowest of the compared OMol25 structures with the same formula, charge and spin, kJ/mol: 366.6
Multiplicity: 1
DFT total energy, eV: -67512.88787
E_HOMO, eV: -8.12